[1]
# C6H13ClN4O2

C6H13ClN4O2 in the gas phase (wB97M-V/def2-TZVPD, the OMol25 dataset).

```
! RIJCOSX wB97M-V def2-TZVPD def2/J DEFGRID3
* xyz 0 1
C -3.705 -0.665 -0.704
C -2.373 -0.726 -1.451
C -1.391 -0.012 -0.563
N -0.025 -0.062 -1.178
C 1.155 0.511 -0.382
Cl 2.518 0.733 -1.787
N 0.888 1.654 0.316
C 1.730 1.809 1.503
C 2.331 0.366 1.700
N 1.848 -0.379 0.518
N 2.122 -1.716 0.463
O 2.532 -2.104 1.530
O 1.974 -2.321 -0.593
H -3.584 -0.858 0.360
H -4.166 0.203 -0.968
H -4.379 -1.473 -1.179
H -2.317 -0.339 -2.443
H -2.020 -1.690 -1.544
H -1.439 1.051 -0.165
H -1.492 -0.586 0.364
H 0.187 -0.996 -1.493
H 0.513 2.529 -0.194
H 1.249 2.081 2.392
H 2.469 2.601 1.313
H 3.330 0.484 1.557
H 2.042 -0.096 2.627
*
```

As for the molar mass: 208.65 g mol⁻¹. The SMILES is CCCN[C@@]1(Cl)NCCN1[N+](=O)[O-]. The relative energy (zero: lowest compared OMol25 entry of this formula, charge and spin) comes out at 0.0 kJ/mol. The HOMO energy comes out at -9.36 eV. The gap between HOMO and LUMO comes out at 0.363 hartree.

[2]
# C8H7N3

C8H7N3 in the gas phase (wB97M-V/def2-TZVPD, the OMol25 dataset).

```
! RIJCOSX wB97M-V def2-TZVPD def2/J DEFGRID3
* xyz 0 1
N -3.058 -0.774 0.259
C -1.896 -0.233 -0.003
C -1.492 1.211 0.013
C -0.238 1.612 -0.017
C 0.809 0.736 0.027
C 2.247 1.090 -0.123
N 3.231 0.224 0.132
C 2.875 -1.097 0.157
N 1.697 -1.698 -0.136
C 0.606 -0.732 -0.261
C -0.807 -1.100 -0.196
H -3.180 -1.821 0.377
H -3.866 -0.534 -0.330
H -2.146 2.039 -0.095
H 0.099 2.716 0.007
H 2.453 2.127 -0.064
H 3.855 -1.614 0.614
H -1.189 -2.151 -0.359
*
```

As for the molar mass: 145.16 g mol⁻¹. The SMILES is Nc1ccc2cncnc2c1. The relative energy (zero: lowest compared OMol25 entry of this formula, charge and spin) comes out at 237.1 kJ/mol. The HOMO energy comes out at -8.51 eV. The gap between HOMO and LUMO comes out at 0.313 hartree.

[3]
# C3H12AlNOPS

A molecular structure, C3H12AlNOPS (wB97M-V/def2-TZVPD, the OMol25 dataset).

```
! RIJCOSX wB97M-V def2-TZVPD def2/J DEFGRID3
* xyz -1 1
C 2.545 1.553 0.223
C 2.680 0.068 -0.075
S 1.994 -1.010 1.216
C 0.448 -1.656 0.509
Al -0.618 -0.627 -0.885
P -2.928 -0.837 -0.143
N -3.646 0.743 -0.580
O -2.810 -0.525 1.516
H 2.890 2.156 -0.621
H 1.502 1.804 0.416
H 3.127 1.823 1.107
H 3.735 -0.200 -0.175
H 2.193 -0.184 -1.017
H -0.187 -1.833 1.382
H 0.677 -2.636 0.082
H -0.548 -1.429 -2.302
H -0.203 0.931 -1.053
H -4.206 0.621 -1.420
H -4.325 0.951 0.149
H -2.320 0.289 1.671
*
```

As for the molar mass: 168.16 g mol⁻¹. The HOMO energy comes out at -3.17 eV. The gap between HOMO and LUMO comes out at 0.239 hartree.

[4]
# C7H14N3O2

2 unconnected molecules or ions with the total composition C7H14N3O2 (wB97M-V/def2-TZVPD, the OMol25 dataset).

```
! RIJCOSX wB97M-V def2-TZVPD def2/J DEFGRID3
* xyz 1 1
C -0.275 0.016 -0.947
C 2.438 -0.886 1.032
C 1.841 -2.168 0.557
C 1.880 0.070 0.022
C 0.420 -1.949 0.388
C -1.918 0.444 -2.763
C -2.074 1.116 0.962
N 0.603 -0.530 -0.185
N -0.894 -0.001 -1.941
N -1.362 2.122 1.028
O -1.838 2.931 2.040
O -0.361 2.316 0.402
H 2.098 -0.751 2.037
H 3.487 -0.884 0.985
H 2.239 -2.347 -0.497
H 2.191 -3.085 1.114
H 1.888 1.189 0.359
H 2.648 0.013 -0.854
H 0.101 -2.678 -0.300
H -0.116 -1.802 1.368
H -1.962 1.577 -2.629
H -1.811 0.064 -3.813
H -2.901 0.043 -2.270
H -1.703 0.365 0.221
H -3.014 0.988 1.613
H -1.605 3.828 2.069
*
```

As for the molar mass: 172.21 g mol⁻¹. The relative energy (zero: lowest compared OMol25 entry of this formula, charge and spin) comes out at 663.7 kJ/mol. The HOMO energy comes out at -12.98 eV. The gap between HOMO and LUMO comes out at 0.347 hartree.

[5]
# C37H57ClO5P3PbSi

A molecular structure, C37H57ClO5P3PbSi (wB97M-V/def2-TZVPD, the OMol25 dataset).

```
! RIJCOSX wB97M-V def2-TZVPD def2/J DEFGRID3
* xyz 1 1
Pb -1.396 -0.689 -0.128
C -2.725 3.306 0.073
C -2.286 2.940 -1.351
C -2.237 4.213 -2.212
P -0.853 1.740 -1.374
C -0.573 1.520 -3.192
C 0.523 2.431 -3.723
C -1.814 1.511 -4.118
C 0.642 2.424 -0.636
C 0.806 3.797 -0.883
C 1.968 4.474 -0.485
C 2.973 3.775 0.194
C 2.789 2.411 0.530
C 1.648 1.676 0.132
Si 1.787 -0.143 0.750
C 1.977 0.206 2.620
C 3.231 0.279 3.234
C 3.394 0.186 4.629
C 2.274 0.053 5.417
C 0.971 0.089 4.838
C 0.774 0.213 3.463
P -0.947 0.456 2.779
C -1.393 2.121 3.550
C -1.638 2.201 5.039
C -0.405 3.233 3.169
C -2.104 -0.654 3.770
C -3.554 -0.425 3.352
C -1.876 -2.146 3.700
C 2.826 -1.022 -0.583
C 4.176 -0.708 -0.662
C 5.106 -1.505 -1.355
C 4.677 -2.682 -1.983
C 3.290 -2.951 -2.054
C 2.336 -2.129 -1.443
P 0.579 -2.364 -1.906
C 0.667 -2.363 -3.789
C 1.521 -1.253 -4.395
C -0.723 -2.431 -4.394
C 0.067 -4.238 -1.718
C -1.448 -4.367 -1.465
C 0.883 -5.085 -0.742
H -3.778 3.636 0.013
H -2.159 4.131 0.541
H -2.662 2.449 0.758
H -3.082 2.270 -1.743
H -1.755 5.061 -1.671
H -3.280 4.494 -2.406
H -1.755 4.079 -3.186
H -0.177 0.494 -3.196
H 0.326 3.511 -3.582
H 0.677 2.267 -4.815
H 1.505 2.257 -3.242
H -2.150 2.527 -4.399
H -2.652 0.930 -3.692
H -1.559 1.009 -5.067
H 0.041 4.340 -1.411
H 2.056 5.500 -0.757
H 3.911 4.249 0.456
H 3.557 1.907 1.101
H 4.105 0.450 2.614
H 4.377 0.235 5.058
H 2.321 0.048 6.481
H 0.109 0.021 5.476
H -2.333 2.345 3.009
H -0.740 1.946 5.647
H -2.509 1.577 5.330
H -1.863 3.264 5.334
H 0.555 3.107 3.698
H -0.793 4.230 3.457
H -0.218 3.271 2.088
H -1.975 -0.368 4.826
H -3.785 -0.859 2.365
H -3.870 0.618 3.286
H -4.207 -0.966 4.053
H -2.145 -2.548 2.702
H -2.542 -2.695 4.409
H -0.848 -2.445 3.937
H 4.538 0.175 -0.148
H 6.165 -1.240 -1.336
H 5.375 -3.275 -2.542
H 2.959 -3.759 -2.702
H 1.176 -3.326 -4.026
H 1.004 -0.849 -5.283
H 2.535 -1.598 -4.752
H 1.710 -0.411 -3.686
H -1.404 -1.696 -3.925
H -1.150 -3.438 -4.278
H -0.678 -2.216 -5.482
H 0.224 -4.664 -2.724
H -1.627 -4.371 -0.374
H -1.835 -5.344 -1.856
H -2.034 -3.561 -1.906
H 0.454 -5.100 0.286
H 1.932 -4.782 -0.697
H 0.888 -6.157 -1.081
O -5.725 -1.159 -1.852
Cl -4.476 -1.061 -1.199
O -3.385 -1.268 -2.134
O -4.258 0.252 -0.598
O -4.401 -2.079 -0.145
C 1.099 -2.754 1.696
O 0.719 -1.564 0.982
H 1.348 -2.515 2.757
H 1.977 -3.215 1.232
H 0.253 -3.463 1.654
*
```

As for the molar mass: 945.52 g mol⁻¹. The relative energy (zero: lowest compared OMol25 entry of this formula, charge and spin) comes out at 0.0 kJ/mol. The HOMO energy comes out at -11.09 eV. The gap between HOMO and LUMO comes out at 0.284 hartree.

[6]
# C7H10O

C7H10O in the gas phase (wB97M-V/def2-TZVPD, the OMol25 dataset).

```
! RIJCOSX wB97M-V def2-TZVPD def2/J DEFGRID3
* xyz 0 1
C -2.341 -0.851 1.352
C -1.499 -1.555 0.622
C -0.199 -1.210 0.016
C 0.891 -1.188 0.838
C -0.153 -0.468 -1.249
C 0.053 1.020 -0.937
C 1.469 1.441 -0.388
O 1.757 2.568 -0.142
H -3.054 -1.185 2.077
H -2.285 0.273 1.289
H -1.656 -2.751 0.410
H 1.920 -0.874 0.503
H 0.919 -1.414 1.897
H 0.772 -0.819 -1.884
H -1.192 -0.644 -1.808
H -0.706 1.363 -0.295
H -0.299 1.635 -1.926
H 2.207 0.737 -0.641
*
```

As for the molar mass: 110.16 g mol⁻¹. The SMILES is C=CC(=C)CCC=O. The relative energy (zero: lowest compared OMol25 entry of this formula, charge and spin) comes out at 349.5 kJ/mol. The HOMO energy comes out at -9.50 eV. The gap between HOMO and LUMO comes out at 0.375 hartree.

Number 1: E_LUMO 0.51 eV. Number 2: E_LUMO 0.02 eV. Number 3: E_LUMO 3.34 eV. Number 4: E_LUMO -3.55 eV. Number 5: E_LUMO -3.37 eV. Number 6: E_LUMO 0.70 eV.